Molecular formula: C56H85N13
Method: DFT, the ωB97M-V functional and the def2-TZVPD basis

Calculated values
Kohn-Sham gap = 0.2910 Ha
Energy relative to the best compared isomer or geometry (same formula, charge and spin) = 50.1 kcal per mole
Molecular weight = 940.4 g mol⁻¹
Max |F| = 2.33 eV/Å

Geometry (Å):
N: 1.4357 -3.3789 5.0369
C: 0.7158 -2.2824 4.5843
C: 1.1364 -1.1971 5.3048
C: 2.1706 -1.6177 6.2011
C: 2.3155 -2.9627 5.9724
H: 1.4093 -4.3184 4.6889
H: -0.0288 -2.4093 3.8177
H: 0.9922 -0.1324 5.1974
H: 2.8007 -1.0094 6.8261
H: 2.9935 -3.6674 6.4320
N: 3.3103 -4.0324 0.5468
C: 2.8592 -5.0110 -0.2964
C: 1.4533 -4.9995 -0.2379
C: 1.1187 -3.9764 0.6564
C: 2.2700 -3.4734 1.2216
H: 4.2311 -3.6336 0.5603
H: 3.5710 -5.5921 -0.8577
H: 0.8005 -5.5034 -0.9301
H: 0.0915 -3.6966 0.8421
H: 2.4864 -2.6312 1.8622
N: -4.6572 4.0418 1.4055
C: -4.1590 2.7751 1.5868
C: -4.5108 2.1250 0.4024
C: -5.1905 3.0068 -0.4567
C: -5.2552 4.2167 0.2098
H: -4.6322 4.7487 2.1208
H: -3.6957 2.5148 2.5196
H: -4.3155 1.0891 0.1626
H: -5.5292 2.7445 -1.4439
H: -5.7480 5.1419 -0.0354
N: -3.5509 -5.4412 -3.4249
C: -3.4167 -6.6744 -2.8347
C: -2.2600 -7.2408 -3.2883
C: -1.5769 -6.2484 -4.0186
C: -2.4089 -5.1603 -4.1651
H: -4.1867 -4.7760 -3.0250
H: -4.1272 -7.0252 -2.1032
H: -1.8858 -8.1799 -2.9148
H: -0.5152 -6.2804 -4.2130
H: -2.3304 -4.1346 -4.4838
N: -3.9025 2.6993 -6.3856
C: -3.0954 2.3532 -5.3233
C: -3.5164 1.1243 -4.8564
C: -4.5530 0.6924 -5.6997
C: -4.7547 1.6602 -6.6513
H: -3.9370 3.5686 -6.8804
H: -2.2702 2.9384 -4.9533
H: -2.9834 0.4626 -4.1944
H: -5.0989 -0.2283 -5.5663
H: -5.5164 1.8650 -7.3876
N: 1.5096 -0.5614 -2.5334
C: 2.6431 0.1248 -2.8955
C: 3.5798 -0.7669 -3.3286
C: 3.0491 -2.0890 -3.1515
C: 1.8311 -1.8980 -2.5213
H: 0.7679 -0.0987 -2.0180
H: 2.6658 1.1983 -2.8062
H: 4.5982 -0.5058 -3.5719
H: 3.5248 -2.9819 -3.5153
H: 1.1220 -2.5761 -2.0750
N: -4.2054 -3.9907 2.4405
C: -3.7365 -5.0176 3.2232
C: -2.9820 -5.8720 2.4489
C: -2.9200 -5.2828 1.1544
C: -3.6606 -4.1525 1.1837
H: -4.8775 -3.2825 2.6769
H: -4.1650 -5.1465 4.2050
H: -2.4352 -6.7448 2.7628
H: -2.5149 -5.8275 0.3149
H: -3.9808 -3.4743 0.4085
N: -6.6184 -1.8944 3.5199
C: -7.2247 -2.8513 2.8038
C: -6.9109 -2.6194 1.4773
C: -5.9822 -1.5524 1.4132
C: -5.7628 -1.1485 2.7201
H: -6.6590 -1.7411 4.5120
H: -7.8257 -3.6369 3.2281
H: -7.3435 -3.1970 0.6760
H: -5.5397 -1.0256 0.5840
H: -5.1725 -0.3330 3.0992
N: 5.0104 1.3177 0.0381
C: 4.1122 2.2830 -0.3655
C: 4.5937 2.8991 -1.4939
C: 5.8136 2.2496 -1.8297
C: 6.0685 1.3547 -0.8357
H: 4.9443 0.7428 0.8760
H: 3.2493 2.5083 0.2363
H: 4.0758 3.7082 -1.9826
H: 6.4497 2.4087 -2.6845
H: 6.8062 0.5671 -0.8054
N: -0.6325 6.8248 -1.9991
C: -1.5489 5.8523 -1.6490
C: -1.3883 5.5735 -0.3133
C: -0.4734 6.4871 0.1872
C: -0.0878 7.3198 -0.8321
H: -0.5630 7.1584 -2.9433
H: -2.0816 5.3846 -2.4617
H: -1.9162 4.8052 0.2318
H: 0.0043 6.5444 1.1538
H: 0.6117 8.1365 -0.7619
N: 2.4829 6.8231 -2.7135
C: 2.2363 5.5205 -3.0899
C: 2.2933 5.4560 -4.4469
C: 2.6176 6.7414 -4.9388
C: 2.7144 7.5738 -3.8515
H: 2.4409 7.1429 -1.7658
H: 1.9510 4.8463 -2.2979
H: 2.0332 4.5798 -5.0206
H: 2.7705 6.8778 -5.9964
H: 2.9234 8.6297 -3.8371
C: 5.4879 -1.8668 3.3967
C: 4.7302 -0.6272 3.8481
N: 4.9536 0.5504 2.9753
C: 3.8406 1.5050 3.1037
C: 2.6077 0.9587 2.3902
C: 6.2860 1.0794 3.1566
C: 6.5595 1.8383 4.4788
H: 6.2859 -1.5995 2.7081
H: 4.8634 -2.6595 2.9804
H: 5.9452 -2.3518 4.2636
H: 3.6995 -0.8112 4.1564
H: 5.0681 -0.3026 4.8468
H: 3.5952 1.7018 4.1535
H: 4.2199 2.3955 2.5980
H: 2.8046 0.8052 1.3342
H: 2.2432 -0.0101 2.7474
H: 1.7558 1.6080 2.6098
H: 6.6194 1.7803 2.3890
H: 7.0010 0.2573 3.1842
H: 6.9345 1.2093 5.2888
H: 5.7040 2.4252 4.8187
H: 7.3679 2.5650 4.3567
C: -1.5974 -1.9682 -2.0586
C: -1.9698 -0.6529 -1.4530
N: -1.0550 0.0165 -0.5564
C: -1.0789 1.4764 -0.5351
C: 0.3184 2.1087 -0.4448
C: -0.6769 -0.7383 0.6020
C: -1.8070 -1.0051 1.6098
H: -0.7745 -1.8354 -2.7608
H: -2.4960 -2.2708 -2.5990
H: -1.3480 -2.6863 -1.2751
H: -2.2290 0.0757 -2.2260
H: -2.9385 -0.8566 -0.9491
H: -1.4980 1.8725 -1.4603
H: -1.7065 1.8221 0.2906
H: 0.1660 3.1883 -0.5557
H: 0.6698 2.0573 0.5864
H: 1.0084 1.7486 -1.1997
H: -0.0333 -0.1458 1.2669
H: -0.0438 -1.5860 0.3463
H: -2.7058 -1.4705 1.1997
H: -2.1371 -0.1468 2.2032
H: -1.4793 -1.6791 2.4101

=====

Molecular formula: C40H58N3O2SbW
Method: DFT, the ωB97M-V functional and the def2-TZVPD basis

Calculated values
Kohn-Sham gap (spin up / spin down) = 0.2448 / 0.2361 Ha
Expectation value of S² = 2.02
Charge = +2
Energy relative to the best compared isomer or geometry (same formula, charge and spin) = 4.7 kcal per mole
Molecular weight = 918.5 g mol⁻¹
Multiplicity = 3
Max |F| = 0.63 eV/Å

Geometry (Å):
W: 0.3748 0.3914 -0.4082
C: -3.3166 2.7264 -1.4342
C: -3.1462 2.2388 0.0052
C: -4.4655 2.3131 0.7782
C: -2.0625 3.0087 0.7328
C: -2.1972 4.3887 0.8504
C: -1.2555 5.1481 1.5171
C: -0.1587 4.5320 2.0970
C: 0.0205 3.1557 2.0178
C: 1.2230 2.5532 2.7130
C: 2.1953 1.9129 1.7265
C: 0.8266 1.6427 3.8730
C: -0.9420 2.4084 1.3240
N: -0.7623 0.9836 1.1145
C: -1.7101 0.1209 1.6863
O: -2.3423 0.3267 2.6814
C: -1.9210 -1.0808 0.7961
C: -2.9182 -2.0340 0.8752
C: -3.0681 -2.9081 -0.2020
C: -2.2697 -2.7894 -1.3395
C: -1.3025 -1.8012 -1.3446
N: -1.1371 -1.0305 -0.2786
C: -0.4240 -1.3424 -2.4880
O: -0.0554 -2.0743 -3.3607
N: -0.0940 0.0352 -2.3274
C: -0.0379 0.8043 -3.5537
C: 0.9001 1.8431 -3.7260
C: 1.0081 2.4431 -4.9730
C: 0.1980 2.0660 -6.0293
C: -0.8059 1.1508 -5.8037
C: -0.9776 0.5304 -4.5667
C: -2.2429 -0.2969 -4.4026
C: -2.3107 -1.4896 -5.3564
C: -3.4725 0.5993 -4.6004
C: 1.6970 2.4997 -2.6127
C: 2.7121 1.6164 -1.9182
C: 0.7747 3.1996 -1.6227
H: -4.0867 2.1400 -1.9356
H: -2.3899 2.6337 -2.0087
H: -3.6285 3.7700 -1.4702
H: -2.8619 1.1833 -0.0598
H: -4.8327 3.3391 0.8176
H: -4.3468 1.9597 1.8024
H: -5.2298 1.7104 0.2860
H: -3.0583 4.8761 0.4136
H: -1.3795 6.2194 1.5974
H: 0.5663 5.1256 2.6391
H: 1.7705 3.3978 3.1404
H: 1.7032 1.0424 1.2312
H: 3.0732 1.4855 2.2130
H: 2.5198 2.6158 0.9596
H: 0.1955 0.8153 3.5531
H: 0.2591 2.2092 4.6098
H: 1.7107 1.2379 4.3676
H: -3.5688 -2.0580 1.7385
H: -3.8441 -3.6611 -0.1720
H: -2.4075 -3.4169 -2.2095
H: 1.7366 3.2318 -5.1109
H: 0.3138 2.5236 -7.0018
H: -1.4955 0.9193 -6.6037
H: -2.3110 -0.6613 -3.3714
H: -2.3580 -1.1462 -6.3902
H: -3.2188 -2.0659 -5.1724
H: -1.4505 -2.1482 -5.2650
H: -3.5585 0.9311 -5.6344
H: -3.4273 1.4861 -3.9704
H: -4.3810 0.0456 -4.3607
H: 2.2850 3.2858 -3.0921
H: 2.2784 0.8171 -1.2514
H: 3.3802 2.1744 -1.2622
H: 3.2872 1.0301 -2.6312
H: 0.0910 2.4804 -1.1125
H: 0.0806 3.8799 -2.1159
H: 1.3040 3.7336 -0.8332
C: 4.9192 -0.9570 -1.0505
C: 3.8103 -1.9540 -1.3755
C: 3.3797 -1.9362 -2.8369
Sb: 2.1321 -1.8237 -0.0395
C: 3.0017 -1.7984 1.9177
C: 1.9469 -1.7102 3.0142
C: 3.9365 -2.9854 2.1267
C: 1.1386 -3.7140 -0.3183
C: 2.1392 -4.8171 -0.6543
C: 0.2874 -4.0776 0.8939
H: 5.8091 -1.2140 -1.6274
H: 5.2057 -0.9644 0.0018
H: 4.6502 0.0650 -1.3186
H: 4.1775 -2.9560 -1.1306
H: 2.9485 -0.9768 -3.1236
H: 2.6372 -2.7017 -3.0674
H: 4.2464 -2.1095 -3.4768
H: 3.5901 -0.8753 1.9005
H: 1.4438 -2.6670 3.1554
H: 1.1832 -0.9550 2.8131
H: 2.4204 -1.4498 3.9621
H: 3.3845 -3.9268 2.1384
H: 4.4246 -2.8904 3.0985
H: 4.7212 -3.0552 1.3723
H: 0.5028 -3.5713 -1.1920
H: 2.8775 -4.9629 0.1364
H: 2.6630 -4.6337 -1.5921
H: 1.5985 -5.7587 -0.7671
H: 0.9148 -4.3823 1.7328
H: -0.3548 -4.9257 0.6505
H: -0.3510 -3.2620 1.2398

=====

Molecular formula: C5H12N2O
Method: DFT, the ωB97M-V functional and the def2-TZVPD basis

Calculated values
Kohn-Sham gap = 0.1566 Ha
Energy relative to the best compared isomer or geometry (same formula, charge and spin) = 262.6 kcal per mole
Molecular weight = 116.2 g mol⁻¹
Max |F| = 6.46 eV/Å

Geometry (Å):
C: -0.3484 -0.0828 0.6057
C: -0.7268 -1.1761 -0.6073
C: -0.8393 -0.5390 -2.0135
C: -1.2734 -2.4587 -0.2291
N: -0.0080 1.3679 0.3358
C: 1.2396 0.8224 -0.0208
N: 1.5538 0.8922 -1.2512
O: 0.4492 1.2248 2.8065
H: -1.3177 -0.0340 1.1028
H: 0.3026 -0.7301 1.1825
H: 0.2244 -1.7440 -0.5453
H: 0.2112 0.0699 -2.0846
H: -1.7199 0.1011 -2.0631
H: -0.8706 -1.2963 -2.7993
H: -2.3688 -2.5318 -0.2195
H: -0.2576 1.6914 3.2682
H: -0.7329 -3.3949 -0.3299
H: -0.1410 1.5949 1.4158
H: 1.9436 0.9683 0.8047
H: 2.5607 0.7849 -1.3724

=====

Molecular formula: C20H35LaN6O3S3
Method: DFT, the ωB97M-V functional and the def2-TZVPD basis

Calculated values
Kohn-Sham gap = 0.2966 Ha
Charge = +2
Molecular weight = 642.6 g mol⁻¹
Max |F| = 2.05 eV/Å

Geometry (Å):
La: -0.5731 -0.1146 0.5361
C: -2.2475 -2.3977 3.2031
C: -2.2010 -1.2376 4.2510
S: -1.0464 0.0890 3.7448
C: -2.0362 1.6427 3.8518
C: -3.3189 1.6974 3.0207
S: -3.0355 1.4619 1.2486
C: -4.2792 0.2262 0.7229
C: -4.2863 -1.0106 1.6302
S: -2.6868 -1.9538 1.5294
H: -2.8984 -3.2122 3.5276
H: -1.2419 -2.8294 3.0555
H: -1.8629 -1.6814 5.1634
H: -3.1338 -0.7334 4.5081
H: -1.3634 2.3857 3.4901
H: -2.2998 1.9247 4.8513
H: -3.7340 2.6637 3.1075
H: -4.0729 0.9806 3.3038
H: -4.1016 -0.0002 -0.3449
H: -5.2588 0.7000 0.7567
H: -5.0830 -1.6534 1.2788
H: -4.4391 -0.6907 2.6677
C: 2.0299 0.4373 -3.6720
C: 0.7809 1.1445 -4.2476
C: -0.5591 0.4490 -3.8669
C: -1.7949 1.0499 -4.6272
C: -3.1416 0.4821 -4.1740
C: -0.3335 -1.0011 -4.2841
O: -0.1277 -1.3269 -5.3981
N: -0.1016 -1.8417 -3.1867
C: -0.6173 -1.5447 -1.9583
O: -0.2387 -2.1667 -0.9103
N: -1.3508 -0.4333 -1.7703
C: -0.8616 0.6222 -2.4211
O: -0.5960 1.6300 -1.7558
H: 2.9934 0.9366 -3.9088
H: 2.1253 -0.6239 -4.0220
H: 1.9365 0.4392 -2.6093
H: 0.7912 1.1240 -5.3143
H: 0.7602 2.1528 -3.8800
H: -1.5830 0.8438 -5.6447
H: -1.8391 2.1255 -4.5170
H: -3.1393 -0.6013 -3.9779
H: -3.8874 0.5336 -4.9550
H: -3.5264 0.9239 -3.2765
H: 0.3584 -2.7312 -3.2813
C: 2.4230 1.2935 0.9301
N: 3.8475 1.4297 1.0455
C: 4.2607 1.0477 2.3813
N: 3.9377 -0.3226 2.7003
C: 2.4816 -0.4503 2.5070
N: 2.0272 -0.0859 1.1161
C: 2.7750 -0.9835 0.1489
N: 4.1968 -0.8717 0.3384
C: 4.5245 0.5598 0.0659
C: 4.5964 -1.1884 1.7218
H: 2.1121 1.5666 -0.1345
H: 1.8965 1.9362 1.6745
H: 3.7347 1.7004 3.1149
H: 5.3144 1.2347 2.4840
H: 1.9604 0.1682 3.2329
H: 2.1683 -1.4881 2.7039
H: 2.5530 -0.6515 -0.8402
H: 2.3921 -1.9950 0.3383
H: 4.2311 0.8008 -0.9671
H: 5.6013 0.7171 0.2152
H: 5.6838 -1.0862 1.8535
H: 4.4049 -2.2122 1.9243